# 1
Below is a cluster of 2 separate species, C3H9N3OS2 in total in a non-equilibrium geometry, with properties calculated with wB97M-V/def2-TZVPD.

Last columns: bonded neighbours and bond lengths (Å).
Element x y z (Å)
1 C -2.985 1.303 0.067  N2 1.456, H6 1.097, H7 1.091, H8 1.092
2 N -2.573 -0.089 -0.046  C1 1.456, S3 1.698, C4 1.378
3 S -3.713 -1.325 0.190  N2 1.698, H9 1.349
4 C -1.264 -0.405 -0.342  N2 1.378, O5 1.210, H10 1.104
5 O -0.390 0.413 -0.517  C4 1.210
6 H -3.672 1.571 -0.745  C1 1.097
7 H -2.085 1.917 -0.003  C1 1.091
8 H -3.479 1.472 1.025  C1 1.092
9 H -4.241 -1.364 -1.051  S3 1.349
10 H -1.104 -1.496 -0.395  C4 1.104
11 N 3.706 -1.222 0.646  C12 1.360, H15 1.008, H16 1.009
12 C 2.838 -0.406 -0.011  N11 1.360, N13 1.359, S14 1.665
13 N 3.112 0.920 0.105  C12 1.359, H17 1.013, H18 1.008
14 S 1.544 -0.986 -0.885  C12 1.665
15 H 3.439 -2.193 0.697  N11 1.008
16 H 4.245 -0.861 1.419  N11 1.009
17 H 4.052 1.220 0.333  N13 1.013
18 H 2.571 1.532 -0.487  N13 1.008

* 2S+1: 1
* lowest unoccupied orbital energy: 0.026 Ha
* SMILES: CN(S)C=O.NC(N)=S

Which charges does natural (NBO) predict for the atoms? In e, they are: atom 1 (C): -0.425, atom 2 (N): -0.592, atom 3 (S): 0.198, atom 4 (C): 0.531, atom 5 (O): -0.586, atom 6 (H): 0.197, atom 7 (H): 0.241, atom 8 (H): 0.205, atom 9 (H): 0.097, atom 10 (H): 0.140, atom 11 (N): -0.810, atom 12 (C): 0.260, atom 13 (N): -0.813, atom 14 (S): -0.222, atom 15 (H): 0.411, atom 16 (H): 0.375, atom 17 (H): 0.380, atom 18 (H): 0.414

# 2
Below is the molecule C4H8N2O in a non-equilibrium geometry, with properties calculated with wB97M-V/def2-TZVPD.

Last columns: bonded neighbours and bond lengths (Å).
Element x y z (Å)
1 N -2.005 2.106 -0.191  C2 1.157
2 C -1.229 1.297 0.097  N1 1.157, C3 1.464
3 C -0.775 -0.065 0.382  C2 1.464, N4 1.686, C5 1.565, H8 1.115
4 N -2.344 -0.557 0.011  C3 1.686, H9 1.034, H10 1.015
5 C 0.441 -0.533 -0.484  C3 1.565, C6 1.557, H11 1.091, H12 1.094
6 C 1.830 0.163 -0.377  C5 1.557, O7 1.416, H13 1.101, H14 1.109
7 O 2.372 -0.005 0.921  C6 1.416, H15 0.968
8 H -0.444 -0.137 1.444  C3 1.115
9 H -2.823 -1.442 -0.230  N4 1.034
10 H -2.871 -0.220 0.810  N4 1.015
11 H 0.138 -0.457 -1.530  C5 1.091
12 H 0.632 -1.583 -0.240  C5 1.094
13 H 1.788 1.228 -0.656  C6 1.101
14 H 2.488 -0.326 -1.124  C6 1.109
15 H 3.235 0.431 0.954  O7 0.968

* 2S+1: 1
* lowest unoccupied orbital energy: 0.024 Ha
* energy relative to the best compared isomer or geometry (same formula, charge and spin): 3.588 eV
* SMILES: N#C[C@@H](N)CCO

Which charges does natural (NBO) predict for the atoms? In e, they are: atom 1 (N): -0.296, atom 2 (C): 0.243, atom 3 (C): -0.114, atom 4 (N): -0.869, atom 5 (C): -0.427, atom 6 (C): -0.053, atom 7 (O): -0.727, atom 8 (H): 0.238, atom 9 (H): 0.386, atom 10 (H): 0.358, atom 11 (H): 0.224, atom 12 (H): 0.221, atom 13 (H): 0.170, atom 14 (H): 0.170, atom 15 (H): 0.475

# 3
Below is the molecule C3H6N2O3 in a non-equilibrium geometry, with properties calculated with wB97M-V/def2-TZVPD.

Last columns: bonded neighbours and bond lengths (Å).
Element x y z (Å)
1 N 1.389 -0.380 1.271  C2 1.420, H9 1.016, H10 1.016
2 C 0.091 0.050 0.891  N1 1.420, N3 1.433, C4 1.535, O8 1.384
3 N -0.960 -0.923 0.934  C2 1.433, C4 1.447, H11 1.018
4 C -0.580 -0.471 -0.387  C2 1.535, N3 1.447, O5 1.419, C6 1.475
5 O 0.118 -1.357 -1.248  C4 1.419, H12 0.975
6 C -0.780 0.925 -0.822  C4 1.475, O7 1.391, O8 1.621, H13 1.091
7 O -0.079 1.386 -1.931  C6 1.391, H14 0.975
8 O -0.149 1.382 0.600  C2 1.384, C6 1.621
9 H 2.068 0.336 1.027  N1 1.016
10 H 1.436 -0.528 2.275  N1 1.016
11 H -1.829 -0.491 1.242  N3 1.018
12 H 0.771 -1.829 -0.699  O5 0.975
13 H -1.802 1.305 -0.806  C6 1.091
14 H 0.306 0.593 -2.347  O7 0.975

* 2S+1: 1
* lowest unoccupied orbital energy: 0.027 Ha
* energy relative to the best compared isomer or geometry (same formula, charge and spin): 4.244 eV
* SMILES: N[C@]12N[C@@]1(O)[C@H](O)O2

Which charges does natural (NBO) predict for the atoms? In e, they are: atom 1 (N): -0.838, atom 2 (C): 0.483, atom 3 (N): -0.571, atom 4 (C): 0.204, atom 5 (O): -0.716, atom 6 (C): 0.371, atom 7 (O): -0.669, atom 8 (O): -0.553, atom 9 (H): 0.384, atom 10 (H): 0.376, atom 11 (H): 0.365, atom 12 (H): 0.499, atom 13 (H): 0.163, atom 14 (H): 0.503

# 4
Below is a cluster of 3 separate species, C3H8NOS in total in a non-equilibrium geometry, with properties calculated with wB97M-V/def2-TZVPD.

Last columns: bonded neighbours and bond lengths (Å).
Element x y z (Å)
1 C -0.535 -3.052 1.992  O2 1.202, H7 1.146, H8 1.065
2 O -0.383 -3.894 2.837  C1 1.202
3 C 0.144 1.239 -0.298  C4 1.345, N6 1.371, H9 1.138
4 C -0.029 -0.017 0.153  C3 1.345, H10 1.115, H11 1.093
5 S 0.237 2.118 -4.789  H12 1.267
6 N 0.237 2.354 0.494  C3 1.371, H13 1.022, H14 1.006
7 H -1.383 -3.044 1.221  C1 1.146
8 H 0.140 -2.229 1.956  C1 1.065
9 H 0.321 1.311 -1.420  C3 1.138
10 H 0.005 -0.919 -0.502  C4 1.115
11 H 0.287 -0.235 1.176  C4 1.093
12 H -0.034 0.955 -4.365  S5 1.267
13 H 0.512 3.254 0.095  N6 1.022
14 H 0.480 2.158 1.451  N6 1.006

* 2S+1: 1
* lowest unoccupied orbital energy: 0.104 Ha
* energy relative to the best compared isomer or geometry (same formula, charge and spin): 2.523 eV
* charge: -1

Which charges does natural (NBO) predict for the atoms? In e, they are: atom 1 (C): 0.287, atom 2 (O): -0.514, atom 3 (C): 0.033, atom 4 (C): -0.602, atom 5 (S): -1.057, atom 6 (N): -0.818, atom 7 (H): 0.110, atom 8 (H): 0.116, atom 9 (H): 0.252, atom 10 (H): 0.205, atom 11 (H): 0.154, atom 12 (H): 0.066, atom 13 (H): 0.400, atom 14 (H): 0.369